1.
Below is a 2-piece molecular cluster, C31H59BrClN2O8 overall in a non-equilibrium geometry, with properties calculated with wB97M-V/def2-TZVPD.

CARTESIAN COORDINATES (ANGSTROEM)
1 Br 3.140 -1.262 -2.764
2 Cl 1.273 -2.201 -0.549
3 O 0.792 -5.701 -2.734
4 O -6.003 0.666 -1.730
5 O 9.212 0.634 0.753
6 O -1.187 3.552 -1.194
7 O -5.731 4.132 1.650
8 O -3.257 2.702 -1.664
9 O 6.780 2.424 -1.100
10 O 4.005 2.407 -2.818
11 N 1.946 -0.073 -1.952
12 N -5.986 2.872 4.225
13 C 6.432 2.262 -2.468
14 C 1.113 -0.540 -0.981
15 C -3.745 -2.423 1.552
16 C 8.781 1.080 -0.529
17 C -0.725 -0.193 0.764
18 C 10.812 -0.651 2.049
19 C 1.017 2.061 -1.755
20 C 0.200 0.261 -0.350
21 C -4.760 4.364 2.655
22 C 1.919 1.222 -2.329
23 C 2.074 -5.352 -3.203
24 C -3.734 -3.981 1.710
25 C -2.286 -5.631 0.300
26 C -6.616 5.218 1.416
27 C -2.316 -1.873 1.746
28 C -0.769 2.628 -0.187
29 C 7.247 1.227 -0.512
30 C -4.681 0.840 -1.210
31 C -1.266 -5.366 -0.846
32 C 0.163 1.602 -0.767
33 C 0.802 -6.590 -1.624
34 C -4.418 2.331 -0.924
35 C 0.131 -5.925 -0.403
36 C -2.565 3.796 -1.100
37 C -5.256 4.136 4.093
38 C -3.463 -4.612 0.301
39 C -1.669 -1.358 0.413
40 C -6.129 5.269 4.622
41 C 10.425 -0.076 0.675
42 C 2.860 1.827 -3.385
43 C 5.119 1.515 -2.686
44 H -4.316 5.362 2.538
45 H 0.770 -5.107 -0.038
46 H -1.647 -2.625 2.176
47 H -4.210 -2.124 0.607
48 H -4.300 2.441 0.161
49 H -0.010 -6.639 0.415
50 H -2.952 -4.275 2.416
51 H 7.223 1.629 -2.911
52 H 2.415 -4.374 -2.815
53 H -1.664 2.210 0.275
54 H 10.569 -1.714 2.143
55 H -1.771 -5.654 1.268
56 H -4.370 4.084 4.733
57 H -6.708 2.859 3.509
58 H 0.938 3.102 -2.049
59 H -6.230 5.189 5.704
60 H -3.964 0.466 -1.955
61 H -5.372 2.104 3.964
62 H 2.041 -5.252 -4.296
63 H -7.487 5.156 2.070
64 H -4.609 0.231 -0.293
65 H -6.058 -0.243 -2.045
66 H 5.211 0.930 -3.615
67 H 0.184 -7.458 -1.894
68 H 6.484 3.209 -3.013
69 H 9.239 2.057 -0.739
70 H 2.852 -6.091 -2.973
71 H -4.412 -2.064 2.349
72 H -0.078 -0.542 1.586
73 H -2.299 -1.018 2.440
74 H -6.118 6.183 1.541
75 H -5.323 2.854 -1.263
76 H -1.207 -4.306 -1.105
77 H -6.970 5.140 0.388
78 H 11.886 -0.547 2.235
79 H 3.083 1.109 -4.187
80 H -3.306 -3.800 -0.417
81 H -1.567 -5.985 -1.697
82 H -2.721 -6.627 0.153
83 H -7.136 5.245 4.206
84 H -5.688 6.243 4.400
85 H 10.394 -0.915 -0.040
86 H -3.959 3.641 2.459
87 H -1.331 0.610 1.182
88 H -4.370 -5.155 0.012
89 H 10.299 -0.101 2.846
90 H -2.449 -1.097 -0.310
91 H 2.301 2.651 -3.842
92 H 4.925 0.861 -1.825
93 H -1.141 -2.223 0.006
94 H -2.871 3.981 -0.055
95 H 11.261 0.570 0.355
96 H 6.811 0.313 -0.943
97 H 9.088 0.311 -1.253
98 H 1.809 -6.901 -1.319
99 H -0.261 3.227 0.589
100 H 6.944 1.235 0.544
101 H -2.835 4.697 -1.664
102 H -4.700 -4.282 2.125

charge: +1
HOMO: -0.405 Eh
DFT total energy: -135017.067 eV

2.
Below is a 6-piece molecular cluster, C31H59IO16S5 overall in a non-equilibrium geometry, with properties calculated with wB97M-V/def2-TZVPD.

CARTESIAN COORDINATES (ANGSTROEM)
1 I -5.043 -2.517 -2.122
2 S 3.192 1.470 4.676
3 S -6.467 -11.570 -0.060
4 S 6.725 5.516 -1.652
5 S 2.777 5.523 1.680
6 S -7.602 -6.486 -1.716
7 O 3.707 0.515 -2.050
8 O -7.342 -12.530 -0.682
9 O -8.938 -6.936 -1.409
10 O -4.613 -0.279 -3.953
11 O 6.414 4.810 -2.869
12 O -2.752 0.501 -1.073
13 O 3.951 1.602 3.458
14 O 2.560 6.321 0.494
15 O -0.518 4.371 -1.770
16 O 2.166 2.709 -2.315
17 O 6.824 4.804 -0.399
18 O -3.642 2.490 -1.574
19 O -6.874 -5.684 -0.764
20 O 1.898 4.425 2.003
21 O 3.474 2.330 5.800
22 O -5.517 -10.821 -0.846
23 C 1.434 1.544 4.304
24 C 5.204 6.109 2.420
25 C 0.886 0.138 4.575
26 C 5.587 6.903 -1.489
27 C 6.453 8.166 -1.576
28 C 1.888 3.968 -1.718
29 C 8.204 6.492 -1.905
30 C -2.475 3.165 -1.054
31 C 2.881 6.632 3.093
32 C -5.028 0.585 -1.769
33 C 3.381 1.284 0.270
34 C 3.323 2.714 -3.130
35 C -6.622 -7.895 -2.210
36 C 4.086 0.328 -0.695
37 C 0.574 3.911 -0.968
38 C -6.118 -11.637 2.582
39 C -7.532 -11.113 2.290
40 C -5.626 -12.358 1.322
41 C -7.613 -5.676 -3.324
42 C 3.209 -0.234 5.228
43 C -7.454 -10.442 0.922
44 C -3.668 1.169 -1.432
45 C 7.681 7.824 -2.432
46 C -4.840 -0.495 -2.824
47 C -1.429 3.365 -2.147
48 C -6.742 -6.545 -4.239
49 C 4.322 1.598 -2.717
50 C 1.770 -0.500 5.657
51 C 4.319 6.491 3.617
52 C -6.826 -7.987 -3.717
53 C 4.470 4.982 1.702
54 H 5.318 6.973 1.757
55 H 5.055 6.811 -0.546
56 H -7.872 -10.415 3.052
57 H 8.445 8.599 -2.374
58 H 2.319 1.290 0.011
59 H 6.198 5.791 2.726
60 H -6.080 -8.633 -4.176
61 H -6.105 -12.305 3.442
62 H 1.580 -1.567 5.760
63 H 3.495 -0.847 4.374
64 H -8.239 -11.944 2.255
65 H 1.324 1.862 3.271
66 H -2.826 4.146 -0.719
67 H 4.799 4.817 0.680
68 H 1.862 4.773 -2.465
69 H 0.937 -0.459 3.663
70 H 0.660 4.526 -0.067
71 H 2.671 7.636 2.732
72 H -6.918 -9.494 0.970
73 H -5.442 0.144 -0.860
74 H -1.949 3.693 -3.056
75 H 4.650 7.415 4.089
76 H 0.391 2.881 -0.630
77 H -5.707 1.331 -2.188
78 H -5.459 -10.797 2.809
79 H -5.706 -6.200 -4.198
80 H 2.128 6.332 3.818
81 H 5.179 0.432 -0.593
82 H 4.814 1.220 -3.624
83 H 3.539 0.943 1.297
84 H -7.812 -8.404 -3.934
85 H 3.848 -0.710 -0.438
86 H 3.795 2.293 0.163
87 H -0.158 0.181 4.881
88 H 1.578 -0.029 6.623
89 H 8.857 5.962 -2.594
90 H 6.775 8.464 -0.576
91 H -7.071 -6.469 -5.274
92 H 4.525 4.052 2.265
93 H 7.388 7.718 -3.478
94 H 8.689 6.602 -0.935
95 H 3.943 -0.334 6.025
96 H -8.648 -5.638 -3.660
97 H -6.958 -8.773 -1.667
98 H 4.878 6.830 -2.311
99 H 1.001 2.291 4.966
100 H -8.417 -10.305 0.436
101 H 5.886 8.994 -1.998
102 H -5.911 -13.409 1.311
103 H 3.852 3.674 -3.028
104 H 5.105 2.048 -2.090
105 H 4.364 5.701 4.370
106 H -2.087 2.617 -0.191
107 H 2.695 4.205 -1.003
108 H -7.226 -4.668 -3.199
109 H -5.583 -7.680 -1.961
110 H -4.554 -12.262 1.166
111 H 3.031 2.625 -4.186
112 H -0.922 2.419 -2.383

HOMO: -0.326 Eh
DFT total energy: -128137.981 eV
ΔE to the lowest compared entry with this formula, charge and spin: 0.0 kcal/mol

3.
Below is a 6-piece molecular cluster, C31H60BBrFN8O6PS overall in a non-equilibrium geometry, with properties calculated with wB97M-V/def2-TZVPD.

CARTESIAN COORDINATES (ANGSTROEM)
1 Br 1.094 0.837 -0.349
2 S 1.820 -5.178 -0.233
3 P 2.565 -3.844 0.967
4 F -3.003 2.047 -0.653
5 O -0.960 -1.466 -1.289
6 O -1.657 0.422 -0.096
7 O 2.102 -1.622 -2.214
8 O 1.814 -4.014 2.388
9 O 0.922 -1.950 0.314
10 O 4.128 -4.154 1.239
11 N 7.839 5.086 0.821
12 N -5.644 4.046 -1.169
13 N -2.698 4.337 -4.848
14 N -1.531 -3.247 0.735
15 N 3.188 -10.581 -1.758
16 N -8.075 2.549 3.717
17 N 1.270 -1.335 4.007
18 N -3.862 0.539 0.793
19 C -1.181 -0.892 -0.039
20 C -4.197 1.822 -3.323
21 C -3.262 0.642 -2.939
22 C -6.636 3.574 -0.857
23 C -2.605 2.026 2.371
24 C 5.786 2.504 0.133
25 C -2.982 5.067 -4.025
26 C -2.588 -4.239 0.777
27 C 4.164 -3.008 -1.711
28 C 0.319 -0.754 0.573
29 C 8.750 5.135 -1.617
30 C -2.028 -1.886 0.775
31 C -7.171 2.969 4.273
32 C -3.000 0.687 -0.341
33 C -7.902 2.966 -0.448
34 C 2.880 -9.727 -1.065
35 C 4.719 -2.327 -3.008
36 C -1.786 0.993 -3.142
37 C 4.785 1.915 1.126
38 C 2.338 -2.100 0.311
39 C -3.648 0.031 -1.567
40 C -3.340 6.014 -2.973
41 C 2.486 -8.632 -0.178
42 C 8.240 5.110 -0.247
43 C 3.220 -1.170 1.200
44 C 0.159 -0.390 2.072
45 C 5.093 0.453 1.485
46 C 4.379 -0.487 0.450
47 C -3.931 1.649 1.731
48 C -6.009 3.508 4.985
49 C 0.508 -1.510 3.027
50 B 2.859 -2.220 -1.235
51 H -2.182 -1.579 1.814
52 H -2.278 1.290 3.099
53 H 9.777 5.494 -1.621
54 H 3.793 2.013 0.683
55 H -3.606 2.729 -3.375
56 H 6.766 2.538 0.601
57 H -0.808 -3.434 1.410
58 H 1.606 -0.372 4.032
59 H 8.138 5.797 -2.225
60 H -8.317 2.391 -1.273
61 H 2.692 -0.366 1.699
62 H 1.770 -2.341 -2.773
63 H -3.080 7.024 -3.284
64 H -6.074 4.593 5.028
65 H -3.030 -1.911 0.360
66 H 5.815 1.987 -0.826
67 H -4.548 1.300 2.565
68 H -3.471 -1.038 -1.631
69 H 4.966 -3.042 -0.979
70 H 4.698 -1.253 -2.854
71 H -1.618 -2.151 -1.450
72 H 5.133 -1.198 0.127
73 H -8.608 3.744 -0.164
74 H -0.831 -0.018 2.300
75 H 3.896 -4.029 -1.976
76 H -4.409 5.958 -2.778
77 H -4.464 2.523 1.356
78 H 6.169 0.324 1.425
79 H 2.953 -8.760 0.796
80 H 4.687 -3.366 1.174
81 H -4.764 0.176 0.539
82 H -1.842 2.269 1.643
83 H -1.736 1.634 -4.024
84 H 5.756 -2.631 -3.114
85 H -2.802 5.769 -2.060
86 H 4.684 0.284 2.478
87 H 3.711 -1.737 1.995
88 H 0.823 0.447 2.274
89 H 0.086 -2.501 2.933
90 H -4.597 1.656 -4.318
91 H 2.800 -7.681 -0.598
92 H 4.012 0.165 -0.336
93 H -3.479 -0.140 -3.667
94 H -4.728 0.139 -1.500
95 H -7.739 2.308 0.403
96 H 2.237 -3.500 3.100
97 H -3.364 -3.944 1.497
98 H -2.205 -5.227 0.993
99 H -2.772 2.946 2.933
100 H 8.720 4.133 -2.039
101 H -1.179 0.131 -3.382
102 H -1.354 1.570 -2.336
103 H -5.094 3.226 4.466
104 H 4.123 -2.595 -3.868
105 H 5.531 3.538 -0.083
106 H -5.980 3.112 5.998
107 H -4.990 1.859 -2.587
108 H -3.090 -4.312 -0.189
109 H 1.405 -8.626 -0.056
110 H 4.779 2.562 2.001

HOMO: -0.320 Eh
DFT total energy: -150886.179 eV

4.
Below is a 3-piece molecular cluster, C31H60BN5O7Si overall in a non-equilibrium geometry, with properties calculated with wB97M-V/def2-TZVPD.

CARTESIAN COORDINATES (ANGSTROEM)
1 Si 2.221 -0.867 2.730
2 O 1.600 -3.948 4.419
3 O 0.485 -2.617 -2.029
4 O 4.878 3.759 4.667
5 O -1.263 -0.741 0.089
6 O -1.900 -0.018 -2.163
7 O -2.330 -3.105 -2.677
8 O 2.130 -0.261 1.127
9 N -5.588 0.145 -0.979
10 N 3.754 4.117 2.764
11 N -0.822 1.581 0.815
12 N 3.015 -5.486 5.224
13 N 0.213 -0.574 -3.328
14 C -4.127 0.096 -0.849
15 C 0.253 -0.736 -5.802
16 C -0.853 0.381 -5.870
17 C 4.958 5.988 3.801
18 C -2.039 -3.422 -0.118
19 C 1.327 -0.533 -1.143
20 C -2.486 2.723 -1.860
21 C 4.538 4.541 3.792
22 C 1.751 -1.294 0.177
23 C -4.472 3.565 -0.238
24 C 0.240 -1.563 -4.419
25 C 3.757 -2.000 2.860
26 C 0.603 -1.680 3.313
27 C 1.728 -0.216 -6.014
28 C -3.293 0.204 -2.191
29 C -2.978 3.576 -0.740
30 C -0.175 3.833 -1.500
31 C -3.453 1.752 -2.644
32 C -1.199 0.557 0.452
33 C -1.059 2.892 -2.199
34 C -1.317 -0.983 -1.348
35 C -5.181 0.174 -4.131
36 C 1.986 -4.609 5.374
37 C 1.358 -4.492 6.738
38 C -4.027 -0.595 -3.393
39 C -2.084 4.528 -0.033
40 C 3.609 -6.349 6.225
41 C 2.550 0.628 3.895
42 C 0.172 -1.206 -1.971
43 C 3.251 4.886 1.644
44 C -0.674 4.688 -0.417
45 B -1.920 -2.518 -1.463
46 H -4.779 0.871 -4.926
47 H 3.388 -5.513 4.286
48 H 0.555 -3.758 6.703
49 H 1.005 0.065 -3.397
50 H -2.291 -4.495 -0.369
51 H -0.671 -2.217 -4.469
52 H 0.449 -2.595 2.667
53 H 1.427 -2.722 -2.242
54 H -4.361 -1.612 -3.030
55 H 2.247 -0.519 -1.810
56 H -5.977 -0.643 -1.491
57 H -5.816 -0.585 -4.680
58 H 0.937 -5.452 7.041
59 H 0.943 -1.967 0.565
60 H 1.194 -2.178 -4.458
61 H 3.612 4.430 0.720
62 H 5.577 6.178 4.676
63 H 1.938 0.103 -7.068
64 H 2.017 0.599 -5.286
65 H -3.836 0.994 -0.221
66 H 3.514 -7.384 5.892
67 H -0.240 -0.950 3.154
68 H 3.509 3.138 2.821
69 H 2.160 4.846 1.657
70 H -2.834 -3.012 0.573
71 H 2.714 -1.847 -0.052
72 H -0.974 0.985 -4.935
73 H -5.208 3.581 -1.088
74 H 1.908 1.520 3.633
75 H -1.858 0.004 -6.224
76 H 2.100 -4.159 7.466
77 H -1.049 -3.428 0.416
78 H -2.506 5.140 0.807
79 H 0.893 3.937 -1.815
80 H 2.315 0.291 4.949
81 H -0.523 1.113 -6.673
82 H -3.147 1.886 -3.725
83 H -3.888 -0.798 -0.206
84 H 3.574 5.924 1.683
85 H -0.010 5.423 0.091
86 H 4.433 -1.945 1.963
87 H 4.331 -1.664 3.769
88 H -3.180 -3.551 -2.494
89 H 3.626 0.973 3.808
90 H 3.133 -6.239 7.196
91 H 5.542 6.215 2.907
92 H 0.703 -1.957 4.388
93 H 4.669 -6.100 6.313
94 H 0.039 -1.474 -6.630
95 H 1.101 0.562 -0.953
96 H 2.434 -1.079 -5.806
97 H -0.624 2.276 -3.030
98 H 3.370 -3.045 3.051
99 H -5.857 0.788 -3.489
100 H -4.478 2.148 -2.430
101 H -3.215 -0.789 -4.158
102 H -5.936 1.043 -1.306
103 H -4.678 2.706 0.467
104 H 4.080 6.634 3.851
105 H -4.641 4.501 0.359

HOMO: -0.305 Eh
DFT total energy: -63456.193 eV